No. 1
{"formula": "C58H100BrClO16", "method": "wB97M-V/def2-TZVPD", "species": ["C", "C", "C", "Br", "C", "C", "C", "C", "C", "C", "C", "O", "C", "Cl", "C", "O", "C", "C", "C", "C", "C", "C", "C", "O", "H", "H", "H", "H", "H", "H", "H", "H", "H", "H", "H", "H", "H", "H", "H", "H", "H", "H", "H", "H", "H", "H", "C", "C", "O", "C", "H", "H", "H", "H", "H", "H", "C", "C", "O", "C", "H", "H", "H", "H", "H", "H", "C", "C", "O", "C", "H", "H", "H", "H", "H", "H", "C", "C", "O", "C", "H", "H", "H", "H", "H", "H", "C", "C", "O", "C", "H", "H", "H", "H", "H", "H", "C", "C", "O", "C", "H", "H", "H", "H", "H", "H", "C", "C", "O", "C", "H", "H", "H", "H", "H", "H", "C", "C", "O", "C", "H", "H", "H", "H", "H", "H", "C", "C", "O", "C", "H", "H", "H", "H", "H", "H", "C", "C", "O", "C", "H", "H", "H", "H", "H", "H", "C", "C", "O", "C", "H", "H", "H", "H", "H", "H", "C", "C", "O", "C", "H", "H", "H", "H", "H", "H", "C", "C", "O", "C", "H", "H", "H", "H", "H", "H"], "coordinates": [[0.9944, -2.2256, -4.1361], [0.1583, -2.9752, -2.9933], [-0.0601, -2.1123, -1.6419], [-1.7564, -1.0920, -1.7951], [1.2364, -1.1945, -1.3807], [1.1838, 0.3763, -1.4235], [2.4840, 1.2214, -1.1604], [3.8003, 0.4387, -0.9107], [3.8883, -1.1169, -0.8632], [2.5653, -1.9508, -1.0828], [2.7066, -3.5372, -0.9777], [1.8304, -4.3210, -0.5453], [4.1410, -4.1273, -1.4409], [4.0836, -5.8165, -2.1503], [5.3543, -3.3711, -1.2974], [6.5638, -3.9704, -1.7356], [7.3067, -3.1199, -2.6531], [7.0025, -3.3601, -4.2146], [6.2126, -4.7220, -4.5465], [6.2227, -2.1592, -4.9521], [7.2764, -1.1261, -5.6490], [5.1077, -1.4261, -4.0652], [5.2364, -1.9273, -0.6088], [6.1622, -1.4523, 0.1080], [1.0589, -2.9655, -5.0253], [2.0873, -2.0024, -3.8554], [0.4734, -1.2864, -4.5516], [-0.8982, -3.1916, -3.4121], [0.6568, -3.9942, -2.7652], [-0.1609, -2.8486, -0.7783], [0.2114, 0.9566, -1.6131], [2.3810, 2.3561, -1.1686], [4.7453, 1.0648, -0.7217], [8.4221, -3.3865, -2.4974], [7.2285, -1.9989, -2.4329], [8.0277, -3.4508, -4.7468], [6.3571, -4.9915, -5.6463], [6.4536, -5.5689, -3.8165], [5.0891, -4.4848, -4.4001], [5.6595, -2.6430, -5.8421], [6.9540, -0.9965, -6.7533], [7.2614, -0.1315, -5.0897], [8.3398, -1.5437, -5.6876], [4.3434, -2.1552, -3.6090], [4.4957, -0.7268, -4.7561], [5.6074, -0.7906, -3.2544], [-1.6097, -6.1418, -4.9282], [-1.8342, -4.8211, -5.6140], [-1.4051, -3.7825, -5.1423], [-2.6088, -4.8326, -6.9049], [-1.0380, -5.9811, -4.0114], [-2.5695, -6.5932, -4.6672], [-1.0430, -6.8085, -5.5816], [-3.6129, -5.2258, -6.7321], [-2.0864, -5.4411, -7.6463], [-2.6928, -3.8124, -7.2857], [2.9704, 6.0464, -2.3709], [1.8728, 5.6251, -1.4316], [1.5857, 4.4496, -1.2792], [1.1443, 6.7100, -0.6880], [3.4075, 5.1601, -2.8375], [2.5629, 6.6892, -3.1542], [3.7516, 6.5720, -1.8176], [0.6562, 7.3826, -1.3964], [1.8453, 7.2645, -0.0608], [0.3809, 6.2610, -0.0484], [4.8579, 9.2120, 2.0368], [4.6894, 8.8333, 0.5897], [3.6103, 8.9313, 0.0318], [5.9052, 8.3292, -0.1416], [3.9012, 9.5572, 2.4346], [5.1833, 8.3431, 2.6129], [5.5869, 10.0204, 2.1269], [6.2770, 7.4209, 0.3378], [6.6802, 9.0984, -0.1483], [5.6360, 8.0951, -1.1742], [-4.5345, -9.1817, -1.4941], [-3.1343, -8.9481, -1.9899], [-2.7873, -9.3090, -3.1044], [-2.1758, -8.2515, -1.0603], [-5.1118, -9.6927, -2.2687], [-4.5124, -9.8115, -0.6014], [-5.0143, -8.2256, -1.2723], [-2.0489, -8.8395, -0.1488], [-2.5508, -7.2546, -0.8189], [-1.2043, -8.1510, -1.5501], [-1.4381, 2.5433, 0.4261], [-2.5938, 2.4252, 1.3824], [-2.5901, 3.0098, 2.4510], [-3.7526, 1.5578, 0.9669], [-0.6776, 3.1985, 0.8569], [-0.9961, 1.5593, 0.2545], [-1.7788, 2.9754, -0.5176], [-3.4128, 0.5303, 0.8192], [-4.1963, 1.9462, 0.0476], [-4.5114, 1.5664, 1.7527], [-3.7057, 5.1323, 4.3879], [-4.1763, 5.1967, 5.8150], [-5.2266, 5.7378, 6.1132], [-3.2980, 4.5659, 6.8628], [-4.4364, 5.6260, 3.7433], [-2.7475, 5.6470, 4.2889], [-3.6103, 4.0917, 4.0751], [-2.3220, 5.0558, 6.8730], [-3.1843, 3.4989, 6.6590], [-3.7612, 4.6875, 7.8447], [-5.1690, -11.6107, -5.1055], [-6.3284, -11.7359, -4.1532], [-6.3318, -11.1554, -3.0831], [-7.4825, -12.6060, -4.5751], [-4.4119, -10.9535, -4.6701], [-4.7228, -12.5926, -5.2787], [-5.5082, -11.1774, -6.0490], [-7.1391, -13.6319, -4.7247], [-7.9245, -12.2169, -5.4948], [-8.2438, -12.6023, -3.7919], [-8.5858, -6.8713, 0.2042], [-7.2491, -6.1825, 0.1308], [-6.4183, -6.5020, -0.6994], [-6.9800, -5.0833, 1.1239], [-8.6399, -7.6399, -0.5700], [-8.7053, -7.3479, 1.1796], [-9.3865, -6.1479, 0.0360], [-7.0282, -5.4805, 2.1400], [-7.7093, -4.2805, 0.9964], [-5.9802, -4.6782, 0.9532], [1.7882, 5.7939, 6.9539], [1.9214, 5.8190, 5.4544], [2.7411, 6.5315, 4.9041], [1.0016, 4.9284, 4.6618], [2.5124, 6.4833, 7.3932], [0.7835, 6.1105, 7.2431], [1.9904, 4.7880, 7.3283], [-0.0377, 5.2069, 4.8491], [1.1692, 3.8840, 4.9341], [1.2098, 5.0500, 3.5966], [-4.7824, 8.2833, 8.1243], [-3.4424, 8.9654, 8.0447], [-2.6157, 8.6401, 7.2094], [-3.1635, 10.0634, 9.0356], [-4.8435, 7.5144, 7.3507], [-4.8993, 7.8076, 9.1008], [-5.5804, 9.0107, 7.9591], [-3.2087, 9.6671, 10.0521], [-3.8897, 10.8702, 8.9101], [-2.1623, 10.4632, 8.8605], [0.2453, -13.2150, -3.6950], [-0.8443, -13.6264, -2.7406], [-1.1388, -14.7972, -2.5840], [-1.5547, -12.5333, -1.9880], [0.6686, -14.1048, -4.1662], [-0.1667, -12.5689, -4.4732], [1.0380, -12.6954, -3.1524], [-2.0469, -11.8571, -2.6909], [-0.8415, -11.9837, -1.3696], [-2.3135, -12.9753, -1.3383], [4.9105, 8.0056, -5.5013], [6.2003, 7.4605, -4.9476], [6.6925, 7.9124, -3.9303], [6.8572, 6.3345, -5.7011], [4.5518, 8.8112, -4.8566], [5.0759, 8.4070, -6.5034], [4.1554, 7.2168, -5.5291], [7.1095, 6.6613, -6.7122], [6.1884, 5.4718, -5.7380], [7.7762, 6.0433, -5.1878], [-1.9711, 12.0732, 13.1875], [-2.8016, 10.9420, 12.6426], [-2.3843, 10.2224, 11.7534], [-4.1682, 10.7349, 13.2398], [-1.0128, 12.1031, 12.6646], [-2.4865, 13.0229, 13.0284], [-1.7844, 11.9178, 14.2522], [-4.7811, 11.6251, 13.0830], [-4.0789, 10.5201, 14.3068], [-4.6520, 9.8863, 12.7511]], "lowdin_charge": [-0.1101, -0.2818, -0.6185, 0.6642, -0.1238, -0.0075, -0.0058, 0.0016, -0.0408, -0.0021, -0.2848, 0.0307, -0.3814, 0.6455, -0.1614, -0.0912, -0.1339, -0.2887, -0.1009, -0.3604, -0.0838, -0.0853, -0.2256, 0.0645, 0.0793, 0.0528, 0.0919, 0.0618, 0.1128, 0.0961, 0.0586, 0.0682, 0.1078, 0.1437, 0.1258, 0.1280, 0.0865, 0.0673, 0.0597, 0.1282, 0.0817, 0.0736, 0.0696, 0.0639, 0.1004, 0.0742, -0.0068, -0.4674, 0.0248, -0.0195, 0.0794, 0.0866, 0.0921, 0.0875, 0.0864, 0.0837, -0.0124, -0.4799, 0.0318, -0.0092, 0.0829, 0.0862, 0.0733, 0.0928, 0.0682, 0.0806, -0.0192, -0.4921, 0.0436, -0.0197, 0.0857, 0.0887, 0.0856, 0.0898, 0.0899, 0.0632, -0.0132, -0.4931, 0.0256, -0.0219, 0.0483, 0.0949, 0.0608, 0.0844, 0.0866, 0.0794, -0.0193, -0.4802, 0.0460, -0.0200, 0.0817, 0.0586, 0.0937, 0.0709, 0.0879, 0.0829, -0.0220, -0.4900, 0.0358, -0.0175, 0.0874, 0.0841, 0.0569, 0.0771, 0.0857, 0.0821, -0.0137, -0.4843, 0.0509, -0.0246, 0.0688, 0.0880, 0.0870, 0.0865, 0.0853, 0.0827, -0.0224, -0.4933, 0.0503, -0.0240, 0.0848, 0.0866, 0.0860, 0.0864, 0.0860, 0.0834, -0.0231, -0.5012, 0.0523, -0.0187, 0.0826, 0.0828, 0.0847, 0.0742, 0.0877, 0.0801, -0.0176, -0.4926, 0.0471, -0.0351, 0.0489, 0.0884, 0.0872, 0.0527, 0.0885, 0.0868, -0.0263, -0.5038, 0.0567, -0.0219, 0.0816, 0.0851, 0.0850, 0.0703, 0.0878, 0.0853, -0.0269, -0.5044, 0.0549, -0.0255, 0.0849, 0.0855, 0.0795, 0.0857, 0.0850, 0.0837, -0.0208, -0.4819, 0.0358, -0.0188, 0.0854, 0.0867, 0.0864, 0.0873, 0.0867, 0.0842], "orbital_gap_ha": 0.28043, "homo_energy_ev": -8.969, "energy_ha": -6507.7318, "multiplicity": 1, "fmax_ev_per_a": 4.95, "de_lowest_kcal_mol": 0.00}

No. 2
{"formula": "C58H102GeMgNOP2S2Si5", "method": "wB97M-V/def2-TZVPD", "species": ["Mg", "C", "Si", "C", "C", "C", "C", "C", "C", "P", "C", "C", "C", "C", "C", "C", "C", "C", "C", "C", "C", "C", "C", "C", "C", "C", "C", "C", "P", "C", "C", "C", "C", "C", "C", "C", "C", "C", "C", "C", "C", "H", "H", "H", "H", "H", "H", "H", "H", "H", "H", "H", "H", "H", "H", "H", "H", "H", "H", "H", "H", "H", "H", "H", "H", "H", "H", "H", "H", "H", "H", "H", "H", "H", "H", "H", "H", "H", "H", "H", "H", "H", "H", "H", "H", "H", "H", "H", "H", "H", "H", "H", "H", "H", "H", "H", "C", "Si", "C", "C", "C", "C", "C", "C", "N", "C", "S", "H", "H", "H", "H", "H", "H", "H", "H", "H", "H", "H", "H", "O", "S", "C", "C", "C", "C", "H", "H", "H", "H", "H", "H", "H", "H", "C", "Si", "C", "C", "Ge", "Si", "C", "C", "C", "Si", "C", "C", "C", "H", "H", "H", "H", "H", "H", "H", "H", "H", "H", "H", "H", "H", "H", "H", "H", "H", "H", "H", "H", "H", "H", "H", "H", "H", "H", "H"], "coordinates": [[0.2756, 0.2508, -0.7614], [1.4134, -3.5748, 1.2479], [-0.0637, -2.4479, 1.5528], [-1.5419, -3.5450, 1.1352], [-1.7824, -4.6561, 1.9497], [-2.8827, -5.4710, 1.7457], [-3.7753, -5.1716, 0.7242], [-3.5458, -4.0808, -0.0976], [-2.4239, -3.2660, 0.0816], [-2.0489, -1.8674, -1.0576], [-1.5979, -2.7807, -2.6143], [-2.7322, -3.4654, -3.3808], [-2.1996, -4.1585, -4.6416], [-1.1144, -5.1742, -4.2969], [0.0217, -4.5003, -3.5336], [-0.5031, -3.8065, -2.2794], [-3.7407, -1.1902, -1.3407], [-4.2838, -0.5917, -0.0366], [-5.6944, -0.0369, -0.2295], [-5.7364, 0.9884, -1.3598], [-5.1719, 0.4006, -2.6517], [-3.7546, -0.1368, -2.4425], [-0.0385, -2.0272, 3.4246], [0.9048, -2.7377, 4.1798], [1.1199, -2.4912, 5.5289], [0.3797, -1.5133, 6.1681], [-0.5758, -0.8096, 5.4501], [-0.8057, -1.0456, 4.0940], [-2.1132, -0.1396, 3.1623], [-3.6829, -0.8982, 3.8485], [-4.0699, -0.6748, 5.3181], [-5.1917, -1.6382, 5.7805], [-5.9722, -2.2007, 4.5988], [-5.0400, -3.0573, 3.7396], [-3.6505, -2.4051, 3.5751], [-2.1392, 1.6555, 3.7026], [-2.5701, 2.1371, 5.1141], [-1.8227, 3.3994, 5.5431], [-0.3187, 3.1468, 5.6276], [0.2178, 2.4362, 4.3637], [-0.8359, 2.3550, 3.2612], [1.2770, -4.5164, 1.7882], [1.4778, -3.8060, 0.1842], [2.3608, -3.1272, 1.5569], [-1.1134, -4.8707, 2.7771], [-3.0540, -6.3279, 2.3852], [-4.6514, -5.7885, 0.5683], [-4.2637, -3.8610, -0.8771], [-1.1577, -2.0055, -3.2565], [-3.1906, -4.2257, -2.7405], [-3.5123, -2.7495, -3.6546], [-3.0248, -4.6407, -5.1712], [-1.7796, -3.4098, -5.3191], [-1.5482, -5.9626, -3.6710], [-0.7383, -5.6539, -5.2032], [0.7859, -5.2308, -3.2585], [0.5055, -3.7607, -4.1804], [-0.9225, -4.5618, -1.6044], [0.3151, -3.3212, -1.7494], [-4.4057, -2.0059, -1.6452], [-4.2852, -1.3476, 0.7480], [-3.6107, 0.2099, 0.2914], [-6.3727, -0.8646, -0.4670], [-6.0524, 0.4090, 0.7027], [-5.1371, 1.8588, -1.0740], [-6.7577, 1.3433, -1.5152], [-5.8164, -0.4206, -2.9863], [-5.1779, 1.1523, -3.4425], [-3.3710, -0.5542, -3.3702], [-3.0830, 0.6825, -2.1660], [1.5131, -3.4913, 3.7011], [1.8680, -3.0562, 6.0708], [0.5350, -1.3006, 7.2185], [-1.1539, -0.0586, 5.9692], [-4.4556, -0.4576, 3.2060], [-3.1915, -0.8289, 5.9496], [-4.4033, 0.3492, 5.4667], [-4.7599, -2.4745, 6.3381], [-5.8588, -1.1168, 6.4693], [-6.8209, -2.7936, 4.9447], [-6.3860, -1.3790, 4.0063], [-4.9166, -4.0334, 4.2157], [-5.4896, -3.2475, 2.7614], [-2.9329, -2.8652, 4.2611], [-3.2723, -2.5928, 2.5729], [-2.9083, 1.9977, 2.9987], [-3.6406, 2.3446, 5.1113], [-2.4145, 1.3781, 5.8788], [-2.0314, 4.2116, 4.8415], [-2.1971, 3.7264, 6.5157], [0.2027, 4.0926, 5.7869], [-0.1150, 2.5324, 6.5092], [1.0959, 2.9639, 3.9813], [0.5554, 1.4304, 4.6209], [-0.4384, 1.8610, 2.3754], [-1.0844, 3.3719, 2.9416], [6.6733, -0.5252, -1.0240], [5.4477, -1.8822, -0.6322], [6.2691, -3.1728, 0.4503], [4.9249, -2.7193, -2.2084], [4.0978, -1.0936, 0.4360], [4.4781, -0.6897, 1.7069], [3.5702, -0.1178, 2.5991], [2.2838, 0.0718, 2.1553], [1.8746, -0.2689, 0.9288], [2.7433, -0.8771, 0.0810], [2.0470, -1.3395, -1.4355], [7.5463, -0.9273, -1.5437], [7.0213, -0.0283, -0.1153], [6.2171, 0.2306, -1.6679], [7.1223, -3.6187, -0.0664], [5.5627, -3.9733, 0.6836], [6.6305, -2.7625, 1.3951], [5.7993, -3.2204, -2.6336], [4.5337, -2.0106, -2.9389], [4.1502, -3.4656, -2.0261], [5.5065, -0.8272, 2.0262], [3.8557, 0.1684, 3.6019], [1.5237, 0.4938, 2.8027], [0.3275, 2.1165, 0.2584], [1.5916, 2.7647, -0.3199], [2.6120, 3.3323, 1.0765], [2.2185, 4.7727, 1.3721], [2.0160, 5.4101, -0.0008], [1.0939, 4.4579, -0.7481], [3.6463, 3.2540, 0.7354], [2.4574, 2.6296, 1.8916], [2.9764, 5.2810, 1.9683], [1.2803, 4.7877, 1.9324], [2.9742, 5.4861, -0.5212], [1.5856, 6.4098, 0.0528], [1.1026, 4.5596, -1.8277], [0.0669, 4.5125, -0.3866], [2.2390, 2.8022, -5.7506], [2.1710, 2.1723, -3.9744], [3.2229, 3.5093, -3.1222], [3.3143, 0.6727, -3.9035], [-0.0468, 1.5187, -3.1179], [-1.5052, 3.4388, -3.0367], [-2.9695, 3.2488, -4.2140], [-0.7660, 5.1327, -3.4732], [-2.2763, 3.5972, -1.3172], [-0.7222, 0.6309, -5.2752], [-0.9218, 2.0346, -6.5393], [-2.3462, -0.3008, -5.5350], [0.5710, -0.6083, -5.8750], [3.2822, 3.0343, -5.9846], [1.6516, 3.7119, -5.8924], [1.8899, 2.0671, -6.4718], [4.1873, 3.4922, -3.6379], [3.4261, 3.3145, -2.0675], [2.8208, 4.5203, -3.2267], [4.0812, 0.7567, -4.6799], [2.7947, -0.2749, -4.0310], [3.8117, 0.6256, -2.9304], [-2.7279, 3.6481, -5.2010], [-3.8350, 3.7969, -3.8287], [-3.2618, 2.2084, -4.3440], [-0.4902, 5.7111, -2.5892], [-1.5095, 5.7131, -4.0252], [0.1203, 5.0463, -4.1080], [-2.9991, 2.7949, -1.1584], [-2.8096, 4.5481, -1.2167], [-1.5443, 3.5165, -0.5134], [-1.9737, 2.1196, -6.8226], [-0.3503, 1.8389, -7.4497], [-0.6059, 3.0001, -6.1485], [-3.2327, 0.2687, -5.2574], [-2.3853, -1.2643, -5.0310], [-2.4019, -0.4892, -6.6120], [1.4820, -0.1205, -6.2255], [0.1698, -1.2075, -6.6975], [0.8582, -1.2881, -5.0685]], "mulliken_spin": [0.0709, 0.1508, -0.1301, 0.0518, 0.0560, 0.0069, -0.0013, -0.0164, -0.0006, 0.2044, 0.0318, 0.0000, 0.0006, 0.0000, 0.0020, 0.0505, 0.0813, 0.0188, -0.0037, 0.0010, -0.0022, -0.0096, -0.0074, 0.0767, -0.0037, 0.0208, -0.0269, 0.0282, 0.1162, 0.0149, 0.0014, 0.0003, -0.0002, 0.0001, 0.0043, 0.0152, 0.0051, 0.0000, -0.0001, -0.0017, 0.0145, 0.0345, -0.0244, -0.0158, 0.0069, 0.0000, 0.0002, -0.0006, 0.0041, 0.0015, -0.0005, 0.0001, -0.0002, 0.0000, 0.0001, 0.0000, -0.0001, 0.0053, -0.0190, 0.0004, 0.0083, 0.0186, -0.0009, -0.0001, 0.0000, -0.0001, -0.0011, 0.0002, 0.0024, -0.0011, 0.0055, -0.0073, 0.0020, 0.0012, -0.0008, -0.0006, 0.0005, -0.0001, 0.0002, 0.0000, 0.0000, 0.0000, 0.0001, -0.0003, 0.0112, -0.0010, 0.0000, -0.0008, 0.0001, 0.0000, 0.0001, 0.0000, 0.0005, 0.0006, -0.0004, 0.0000, -0.0002, -0.0016, 0.0002, 0.0005, -0.0181, 0.0066, 0.0010, 0.0440, 0.0121, 0.1090, -0.0091, 0.0000, 0.0000, 0.0000, 0.0001, 0.0000, 0.0001, 0.0001, -0.0003, -0.0004, 0.0009, 0.0003, -0.0034, -0.0035, 0.0112, -0.0011, 0.0001, -0.0001, 0.0006, -0.0002, -0.0003, 0.0000, 0.0001, 0.0000, 0.0000, -0.0002, -0.0001, 0.0002, 0.0030, 0.0000, 0.0005, -0.0009, 0.0003, 0.0001, 0.0001, -0.0006, -0.0003, -0.0001, 0.0003, 0.0003, 0.0000, 0.0000, 0.0001, 0.0000, -0.0001, 0.0000, -0.0001, -0.0004, -0.0007, -0.0001, 0.0000, -0.0001, 0.0000, 0.0000, 0.0000, 0.0003, 0.0000, 0.0000, 0.0000, -0.0001, 0.0001, 0.0001, -0.0002, 0.0001, 0.0000, 0.0001, -0.0003], "orbital_gap_ha": [0.24693, 0.23695], "homo_energy_ev": [-6.394, -6.797], "energy_ha": -7605.0185, "multiplicity": 2, "fmax_ev_per_a": 0.46, "s_squared": 0.752}

Question: The highest multiplicity belongs to which entry?
Answer: C58H102GeMgNOP2S2Si5